{
  "formula": "C34H51Br2IN4O2PS2",
  "method": "ωB97M-V/def2-TZVPD",
  "species": ["I", "Br", "Br", "S", "S", "P", "O", "O", "N", "N", "N", "N", "C", "C", "C", "C", "C", "C", "C", "C", "C", "C", "C", "C", "C", "C", "C", "C", "C", "C", "C", "C", "C", "C", "C", "C", "C", "C", "C", "C", "C", "C", "C", "C", "C", "C", "H", "H", "H", "H", "H", "H", "H", "H", "H", "H", "H", "H", "H", "H", "H", "H", "H", "H", "H", "H", "H", "H", "H", "H", "H", "H", "H", "H", "H", "H", "H", "H", "H", "H", "H", "H", "H", "H", "H", "H", "H", "H", "H", "H", "H", "H", "H", "H", "H", "H", "H"],
  "coordinates": [[1.159, 4.125, -1.073], [2.757, 4.035, 1.283], [-0.719, 0.311, 1.581], [3.719, -5.901, -3.372], [-3.735, 1.938, -1.965], [0.180, 2.166, 0.344], [-5.472, 0.496, -0.487], [2.510, -7.828, -1.911], [0.747, -8.304, -3.114], [-7.209, 1.835, -0.300], [-6.244, 2.480, -1.079], [1.440, -7.299, -3.773], [1.775, -10.390, -5.359], [3.531, -1.846, -3.455], [2.506, 1.192, -1.289], [-4.044, 7.962, 3.389], [2.547, -12.442, -6.351], [1.195, 0.824, -0.590], [2.465, -7.064, -3.021], [3.069, -9.889, -5.395], [2.860, -4.286, -3.427], [-6.707, 0.700, 0.019], [1.396, -8.593, -2.049], [3.841, -11.942, -6.381], [-2.044, 4.376, 4.770], [3.286, -0.135, -1.541], [-3.031, 9.510, 4.922], [-0.858, 3.471, 1.317], [-3.885, 8.443, 4.680], [2.140, 0.444, 3.281], [-3.000, 3.330, 5.412], [-2.206, 2.155, 6.028], [3.846, -3.242, -2.887], [1.515, -11.668, -5.837], [-2.511, 1.399, -0.661], [1.613, 2.457, 1.705], [4.102, -10.666, -5.901], [-3.353, 8.549, 2.339], [-1.209, 2.125, -1.007], [-2.342, 10.100, 3.872], [2.582, -1.071, -2.529], [-2.505, 9.620, 2.579], [2.591, 1.344, 2.095], [-2.152, 4.392, 3.245], [-1.620, 3.068, 2.589], [-5.245, 1.667, -1.147], [-3.216, 4.495, 3.012], [-2.746, 1.231, 5.809], [-1.677, 10.933, 4.060], [3.856, -3.244, -1.800], [4.838, -3.554, -3.223], [0.971, -9.788, -4.961], [1.808, -0.543, -3.085], [3.117, -1.950, -4.456], [1.960, -4.359, -2.825], [4.485, -1.325, -3.542], [-2.960, 1.702, 0.278], [-4.707, 7.127, 3.200], [2.377, 1.587, -2.292], [3.272, -8.891, -5.028], [3.195, 1.783, -0.692], [4.219, 0.182, -2.021], [1.269, 0.847, 3.790], [5.112, -10.276, -5.923], [2.630, -4.061, -4.462], [2.342, -13.436, -6.728], [2.989, 0.691, 1.324], [2.044, -1.818, -1.936], [-4.425, 7.985, 5.499], [0.588, 0.284, -1.317], [2.968, 0.266, 3.963], [1.850, -0.523, 2.873], [-3.622, 2.949, 4.606], [-0.983, 2.645, 3.361], [3.472, 1.842, 2.496], [-3.475, 8.170, 1.332], [-1.014, 4.241, 5.103], [-0.213, 4.295, 1.621], [-1.970, 10.081, 1.759], [3.554, -0.606, -0.594], [0.507, -12.060, -5.809], [4.646, -12.547, -6.779], [-1.232, 2.047, 5.563], [-0.892, 1.725, -1.975], [1.088, -9.335, -1.338], [-2.135, 2.227, 7.110], [-2.455, 0.326, -0.781], [-2.344, 5.366, 5.127], [-3.600, 3.821, 6.173], [-2.519, 2.490, 2.407], [1.437, 0.025, 0.109], [-2.901, 9.883, 5.931], [-7.180, -0.043, 0.632], [-1.612, 3.955, 0.693], [-1.506, 3.130, -1.298], [1.155, 2.799, 2.627], [-1.646, 5.276, 2.856]],
  "mulliken_charge": [-0.235, -0.179, -0.381, -0.232, -0.246, -0.632, -0.226, -0.305, -0.406, -0.369, -0.371, -0.249, -0.470, -0.999, -0.821, -0.302, -0.386, -0.872, 0.431, -0.048, -0.505, 0.001, 0.079, -0.326, -1.073, -0.932, -0.406, -1.156, -0.347, -1.205, -0.452, -0.995, -0.859, -0.486, -0.045, -0.079, -0.540, -0.363, -1.870, -0.357, -0.604, -0.422, -0.398, -1.034, 0.846, 0.572, 0.391, 0.287, 0.354, 0.332, 0.574, 0.478, 0.551, 0.411, 0.356, 0.431, -0.004, 0.349, 0.537, 0.374, 0.260, 0.606, 0.068, 0.360, 0.334, 0.355, -0.178, 0.215, 0.376, 0.672, 0.411, 0.305, 0.284, -0.340, 0.665, 0.398, 0.451, 0.674, 0.365, 0.213, 0.357, 0.353, 0.145, 0.658, 0.446, 0.335, 0.514, 0.362, 0.450, 0.087, 0.595, 0.356, 0.420, 0.530, 0.799, 0.431, 0.504],
  "max_force_ha_per_bohr": 0.0671,
  "orbital_gap_ev": 6.076,
  "total_charge": -1,
  "e_homo_ev": -4.13
}

=====

{
  "formula": "C34H51N17",
  "method": "ωB97M-V/def2-TZVPD",
  "species": ["N", "N", "N", "N", "N", "N", "N", "N", "N", "N", "N", "N", "N", "N", "N", "N", "N", "C", "C", "C", "C", "C", "C", "C", "C", "C", "C", "C", "C", "C", "C", "C", "C", "C", "C", "C", "C", "C", "C", "C", "C", "C", "C", "C", "C", "C", "C", "C", "C", "C", "C", "H", "H", "H", "H", "H", "H", "H", "H", "H", "H", "H", "H", "H", "H", "H", "H", "H", "H", "H", "H", "H", "H", "H", "H", "H", "H", "H", "H", "H", "H", "H", "H", "H", "H", "H", "H", "H", "H", "H", "H", "H", "H", "H", "H", "H", "H", "H", "H", "H", "H", "H"],
  "coordinates": [[1.776, -2.942, -3.588], [2.565, 4.768, 2.020], [3.831, -2.104, 0.392], [5.297, 2.421, -2.307], [-1.572, 5.796, 0.071], [0.417, 0.187, 1.295], [-2.420, -1.286, -2.187], [1.467, -2.282, 3.415], [-5.822, -6.657, -0.469], [-3.073, 2.386, 2.224], [-3.368, 0.805, -5.054], [1.905, 2.150, -3.750], [4.109, -0.945, 5.580], [-1.508, -2.841, 7.629], [0.970, -0.950, -7.320], [-1.986, 2.740, -1.523], [-3.308, -1.743, 1.725], [-3.978, 0.824, 0.338], [-4.938, 1.319, -3.079], [0.422, -0.781, 0.693], [3.728, -0.967, 0.505], [-3.525, 1.701, 1.406], [0.594, -3.505, -6.916], [-4.034, 0.882, -4.134], [-0.614, -0.158, -3.657], [3.647, -3.661, 3.510], [-3.512, -5.298, -0.437], [-4.856, -5.972, -0.499], [1.632, -0.339, 5.812], [-2.016, -3.027, 10.140], [2.157, 2.157, -4.855], [-2.625, 5.420, -0.125], [2.440, -2.911, 3.470], [4.608, 3.129, -1.733], [1.568, 4.251, 2.119], [-1.816, -1.312, 3.813], [2.686, -2.213, -3.635], [2.238, 2.326, -6.303], [0.228, 3.674, 2.334], [3.851, -1.332, -3.785], [-1.653, -0.784, -2.893], [0.799, -2.083, -7.079], [-4.051, 5.030, -0.447], [-0.873, 2.752, -1.171], [-2.668, -1.569, 2.681], [3.027, -0.592, 5.746], [-1.807, -2.850, 8.743], [0.383, -2.038, -0.111], [3.980, 0.503, 0.467], [3.931, 4.086, -0.804], [0.427, 3.010, -0.708], [3.320, -4.696, 3.828], [0.015, -0.955, -4.027], [2.869, 4.184, -0.939], [-4.453, 5.829, -1.054], [-4.357, 1.496, -0.375], [-2.391, -1.562, 4.646], [4.370, 0.839, -0.486], [0.545, 4.028, -0.319], [4.089, -3.752, 2.578], [2.910, 3.201, -6.480], [-0.976, 0.285, -4.516], [-5.813, 1.797, -3.451], [1.220, 2.899, -1.513], [-2.000, -4.088, 10.316], [1.153, -1.249, 6.137], [4.396, -3.274, 4.275], [1.251, 2.473, -6.679], [4.712, -1.928, -4.187], [2.646, 1.377, -6.803], [-4.369, 1.995, -2.466], [-0.025, 0.649, -3.197], [-1.590, -0.246, 3.828], [-5.215, 0.397, -2.479], [-0.561, -2.038, -0.627], [-2.805, -5.895, 0.047], [4.038, 3.611, 0.180], [-3.980, 4.022, -0.934], [-3.222, -5.176, -1.422], [-0.200, -3.858, -7.521], [3.649, -0.523, -4.528], [-2.941, -2.599, 10.622], [0.484, -3.654, -5.849], [-0.829, -1.765, 3.841], [1.579, 0.453, 6.517], [-3.096, 0.269, -0.030], [0.038, 3.842, 3.441], [1.506, -4.007, -7.187], [1.117, -0.009, 4.878], [-4.737, 0.054, 0.679], [1.193, -1.897, -0.903], [-3.562, -4.313, 0.083], [4.806, 0.627, 1.232], [4.071, -0.909, -2.763], [-1.187, -2.675, 10.841], [-0.540, 4.190, 1.776], [0.093, 2.574, 2.135], [-4.624, 5.069, 0.455], [4.444, 5.046, -0.792], [0.572, -2.781, 0.633], [0.587, 2.441, 0.200], [3.142, 1.021, 0.804]],
  "mulliken_charge": [-0.505, -0.530, -0.511, -0.526, -0.432, -0.176, -0.500, -0.258, -0.399, -0.598, -0.474, -0.317, -0.529, -0.353, -0.429, -0.387, -0.471, -0.045, -0.094, 0.089, 0.248, 0.257, -0.834, 0.329, -0.145, -1.041, -0.518, 0.257, -0.580, -0.858, 0.305, 0.387, 0.349, 0.423, 0.369, -0.394, 0.428, -0.919, -0.212, -0.371, 0.316, 0.413, -0.415, 0.228, 0.269, 0.416, 0.434, -0.511, -0.024, -0.426, 0.052, 0.295, 0.049, -0.005, 0.388, -0.032, 0.469, -0.104, 0.482, 0.334, 0.322, 0.518, 0.413, -0.182, 0.259, 0.208, 0.278, 0.292, 0.365, 0.280, -0.342, -0.241, 0.196, 0.211, 0.145, 0.308, 0.183, -0.204, 0.259, 0.341, 0.047, 0.266, 0.250, 0.002, 0.416, -0.025, 0.431, 0.281, 0.073, 0.430, -0.046, 0.086, 0.325, 0.033, 0.259, 0.015, 0.053, 0.302, 0.411, 0.344, -0.248, 0.022],
  "max_force_ha_per_bohr": 0.0812,
  "orbital_gap_ev": 11.657,
  "total_charge": 0,
  "e_homo_ev": -11.21,
  "de_lowest_ev": 1.721
}